DFT (wB97M-V/def2-TZVPD) results for a molecular structure, C56H68BrN3O4S3TeTi in a non-equilibrium geometry.

Each line ends with the Löwdin charge.
Positions of all 137 atoms, in Å:
Ti 1.241 -0.437 -0.351  0.656
C -2.941 1.385 1.400  -0.525
C -3.121 0.409 2.549  -0.494
S -2.021 -1.052 2.410  0.813
C -1.218 -0.995 4.050  -0.533
C -0.422 0.261 4.369  -0.481
S 0.867 0.587 3.093  0.880
C 0.686 2.364 2.758  -0.514
C -0.649 2.788 2.173  -0.489
S -1.224 1.624 0.864  0.774
H -3.417 1.005 0.500  0.035
H -3.362 2.359 1.649  0.077
H -2.888 0.873 3.504  0.056
H -4.152 0.052 2.575  0.070
H -1.980 -1.169 4.813  0.077
H -0.556 -1.860 4.017  0.025
H -1.048 1.147 4.440  0.055
H 0.081 0.117 5.328  0.072
H 0.910 2.925 3.668  0.076
H 1.479 2.525 2.027  0.059
H -1.428 2.842 2.932  0.062
H -0.540 3.773 1.714  0.070
Br 0.714 2.102 -1.706  0.891
C 0.988 0.995 -3.269  -0.519
C 1.565 1.568 -4.378  -0.156
C 1.755 0.780 -5.513  -0.108
C 1.297 -0.515 -5.535  -0.050
C 0.680 -1.098 -4.406  -0.182
C 0.173 -2.409 -4.420  -0.070
C -0.416 -2.938 -3.291  -0.090
C -0.410 -2.229 -2.093  -0.163
C 0.133 -0.945 -1.972  -0.245
C 0.577 -0.349 -3.191  -0.246
H 1.863 2.605 -4.363  0.091
H 2.256 1.197 -6.376  0.092
H 1.406 -1.119 -6.427  0.100
H 0.278 -3.001 -5.320  0.093
H -0.842 -3.934 -3.323  0.095
H -0.833 -2.712 -1.208  0.067
C 8.781 2.474 -0.062  -0.059
C 7.348 2.038 -0.103  -0.268
C 6.508 2.391 -1.151  -0.017
C 5.195 1.970 -1.205  -0.183
C 4.329 2.439 -2.331  -0.041
C 4.678 1.173 -0.159  -0.034
C 5.524 0.804 0.912  -0.181
C 5.031 -0.114 1.988  -0.028
C 6.833 1.237 0.914  -0.017
C 3.305 0.691 -0.201  -0.542
O 2.522 0.653 0.821  -0.177
O 2.787 0.225 -1.282  -0.191
H 8.996 3.182 -0.859  0.070
H 9.439 1.611 -0.180  0.080
H 9.014 2.941 0.894  0.077
H 6.885 3.020 -1.947  0.109
H 4.865 3.167 -2.937  0.077
H 3.429 2.906 -1.937  0.050
H 4.025 1.607 -2.963  0.083
H 4.293 0.381 2.619  0.087
H 5.859 -0.458 2.607  0.076
H 4.544 -0.980 1.540  0.080
H 7.491 0.939 1.719  0.114
C 3.364 -2.570 -1.552  0.014
C 2.234 -3.056 -0.649  -0.744
O 1.997 -4.294 -0.701  -0.151
N 1.625 -2.269 0.180  -0.219
Te 0.607 -3.929 1.442  1.703
C -0.013 -6.001 2.185  -0.317
C -0.556 -6.973 1.345  -0.326
C -0.707 -6.771 -0.135  -0.069
C -0.975 -8.200 1.855  -0.027
C -0.862 -8.500 3.199  -0.284
C -1.309 -9.820 3.755  -0.060
C -0.326 -7.531 4.036  -0.028
C 0.093 -6.299 3.550  -0.300
C 0.644 -5.308 4.534  -0.065
C 2.603 -4.327 2.119  -0.315
C 3.320 -5.470 1.767  -0.266
C 2.702 -6.613 1.033  -0.051
C 4.664 -5.555 2.112  -0.011
C 5.314 -4.558 2.819  -0.271
C 6.775 -4.639 3.159  -0.054
C 4.569 -3.459 3.215  -0.026
C 3.232 -3.330 2.866  -0.302
C 2.486 -2.107 3.284  -0.139
H 3.687 -3.404 -2.170  0.077
H 4.193 -2.236 -0.921  0.083
H 3.046 -1.748 -2.194  0.067
H -0.281 -5.820 -0.452  0.036
H -1.763 -6.799 -0.404  0.067
H -0.209 -7.574 -0.679  0.087
H -1.392 -8.934 1.175  0.114
H -1.703 -10.458 2.969  0.068
H -2.085 -9.669 4.504  0.076
H -0.478 -10.336 4.234  0.076
H -0.237 -7.745 5.096  0.112
H 0.438 -5.630 5.554  0.074
H 0.189 -4.331 4.372  0.047
H 1.724 -5.198 4.425  0.077
H 2.029 -6.235 0.271  0.043
H 2.140 -7.246 1.718  0.083
H 3.470 -7.216 0.558  0.082
H 5.223 -6.426 1.799  0.110
H 7.243 -5.481 2.658  0.069
H 6.911 -4.751 4.235  0.078
H 7.285 -3.728 2.848  0.075
H 5.043 -2.671 3.786  0.112
H 2.954 -1.629 4.142  0.087
H 1.453 -2.365 3.530  0.008
H 2.453 -1.391 2.457  0.011
C -6.961 -4.599 -0.069  -0.074
C -5.910 -4.904 -1.135  -0.208
N -4.890 -3.872 -1.201  -0.058
C -3.545 -4.226 -0.809  -0.206
C -3.383 -4.313 0.711  -0.066
C -5.254 -2.716 -1.839  -0.402
O -6.393 -2.606 -2.303  0.034
C -4.288 -1.618 -1.994  -0.092
C -4.389 -0.853 -3.176  0.006
C -3.577 0.245 -3.341  -0.036
C -2.682 0.582 -2.332  -0.116
N -2.600 -0.106 -1.191  0.048
C -3.376 -1.160 -1.033  -0.101
H -7.708 -5.389 -0.043  0.069
H -7.452 -3.662 -0.319  0.066
H -6.501 -4.506 0.912  0.066
H -6.413 -4.954 -2.109  0.119
H -5.426 -5.863 -0.933  0.117
H -2.858 -3.486 -1.218  0.085
H -3.290 -5.194 -1.261  0.114
H -3.818 -3.439 1.189  0.055
H -2.324 -4.353 0.972  0.025
H -3.864 -5.207 1.102  0.075
H -5.111 -1.144 -3.926  0.116
H -3.632 0.847 -4.236  0.103
H -2.041 1.450 -2.414  0.081
H -3.299 -1.637 -0.063  0.085

**Lowest unoccupied orbital energy (spin up / spin down)**: 2.03 / 1.67 eV
**Expectation value of S²**: 3.79
**Spin multiplicity**: 4
**HOMO-LUMO gap (spin up / spin down)**: 3.8 / 6.2 eV
**Charge**: -1